A structure of composition C54H52CoN2O6. Source: the OMol25 dataset; level of theory: the ωB97M-V functional and the def2-TZVPD basis.

Structure (XYZ):
```
115
Properties=species:S:1:pos:R:3:forces:R:3
C -3.96454 -1.51837 -4.47959 0.03 -0.07 0.02
C -2.54008 -1.58432 -6.42192 0.00 0.00 0.05
H -0.13612 2.07247 6.85247 -0.02 0.03 -0.04
C -0.19355 -3.10259 4.32048 0.04 -0.04 -0.05
H 1.55299 4.01494 -0.10986 -0.05 0.02 0.01
O -1.28177 -3.71982 0.24113 -0.05 0.05 0.12
C 1.10246 1.76252 -3.75091 -0.09 -0.08 -0.09
H 2.38118 -5.27599 2.43691 -0.03 0.07 0.02
C 1.00217 -3.61285 2.26401 -0.05 0.03 -0.10
Co 0.55590 0.65387 0.18920 0.20 0.33 0.19
H -5.53779 -1.07123 1.58859 -0.01 -0.01 -0.01
C 0.07172 -2.84160 2.99083 -0.04 -0.07 -0.02
C -0.58864 0.42632 3.19763 -0.02 0.32 -0.01
C 4.25798 -4.98660 -0.67635 -0.03 0.04 0.00
C -1.63446 2.17330 5.31020 0.15 -0.02 0.06
C -3.02514 -0.92522 -2.25854 -0.38 0.06 -0.19
H -3.70020 -4.33536 -0.45145 0.01 -0.01 -0.01
H -0.92787 3.16243 -2.36427 0.04 0.08 -0.01
C 0.75657 1.31024 5.12316 -0.10 -0.01 -0.10
H -0.46593 -1.12845 -6.05970 -0.01 -0.02 -0.01
H 0.73216 2.43238 -4.51623 0.05 -0.03 0.05
C 3.07130 -4.80520 0.02208 -0.02 -0.06 -0.06
H -2.82925 -5.85979 -0.16342 -0.01 0.03 -0.04
C -2.13254 2.18534 4.06036 0.09 0.01 -0.01
C 1.64115 -4.66855 2.93959 0.09 -0.08 0.07
O 1.82852 0.49590 1.73745 0.25 -0.21 -0.26
C -1.26676 4.75707 -0.20055 0.09 0.00 -0.01
H -5.24541 0.41779 -3.11154 0.00 -0.05 0.02
H -2.16602 6.68280 0.02984 -0.01 -0.04 -0.03
C -1.60767 -1.04112 -4.26599 0.02 0.12 -0.03
H -0.18215 -1.93557 -1.94511 -0.01 0.18 -0.08
C -0.30477 2.50558 -1.75273 0.14 -0.07 -0.26
C -1.41212 1.69168 2.83460 -0.04 -0.07 -0.04
C 1.85905 0.78187 2.97645 -0.07 0.08 0.18
H -0.16622 6.44602 -0.84588 -0.03 0.02 -0.02
N -0.46136 2.46354 -0.47369 -0.01 -0.17 0.11
H -0.40577 -2.00054 2.50884 0.10 -0.19 0.15
C 1.29028 -3.24326 0.90751 0.06 -0.03 0.15
H 2.09003 5.67613 -0.39491 -0.04 -0.04 0.00
O -1.83693 -3.18508 -1.87980 0.10 0.06 -0.02
H 1.11341 5.28379 1.03144 0.01 0.01 -0.07
H 2.54779 -5.66836 0.41342 0.04 0.02 0.04
C 2.08808 0.78056 -3.86938 -0.08 -0.06 0.09
C -1.45002 -1.24905 -5.62422 -0.04 0.01 0.02
H -0.40441 -0.16203 2.30747 -0.02 0.02 -0.21
C -0.01747 5.36471 -0.82275 -0.01 -0.12 0.06
C 4.90135 -3.90439 -1.26185 -0.04 0.00 0.05
C 1.26213 5.06319 -0.02931 -0.08 -0.02 0.02
C -3.38546 3.83185 1.34660 -0.09 0.01 -0.06
H 0.39571 -4.60944 -1.62975 0.02 0.00 0.01
C -4.24817 -0.65436 -1.53233 0.04 0.04 -0.14
C 1.35182 -4.93691 4.26553 -0.05 0.01 -0.01
C -1.64219 -4.29218 -1.01238 0.13 0.13 0.02
H -0.75070 -0.74631 -3.67188 0.00 0.07 -0.01
H -3.52350 -1.56065 0.28046 -0.10 0.06 -0.02
C -3.79517 -1.72611 -5.83534 0.06 0.02 -0.01
C -2.40439 2.93423 0.94022 -0.10 -0.12 0.03
O -2.01337 0.47975 0.77858 0.00 0.53 0.51
C 2.51033 -3.53189 0.15392 0.03 0.04 0.08
H -0.36546 -6.01352 -0.85799 0.01 0.04 -0.04
C 3.22278 1.17060 3.52474 0.01 -0.10 0.08
H -3.40280 1.37642 1.99931 -0.04 -0.02 0.04
H -2.30145 2.55476 6.08072 0.00 -0.02 -0.01
C -2.26315 5.62287 0.24261 0.02 -0.01 0.08
C -2.87562 -1.14939 -3.66375 -0.12 0.04 -0.16
H -0.87977 -2.45996 4.85792 0.00 -0.01 0.00
C 0.66337 1.69991 -2.42100 -0.12 0.08 0.05
C -3.34402 5.16751 0.97847 0.02 -0.09 0.00
C -6.55685 -0.08842 -0.03034 0.06 -0.02 -0.02
C -4.34918 -1.03660 -0.18543 -0.11 -0.21 0.15
H -7.44790 0.12790 0.54479 0.01 0.02 0.01
C -0.83107 -2.40853 0.07079 0.07 -0.18 0.35
H 3.53890 0.48893 4.32040 -0.02 0.05 -0.02
N 1.33728 0.73055 -1.71918 -0.27 -0.05 -0.24
H 3.94680 1.12606 2.71372 -0.02 -0.01 -0.01
H -4.93610 -1.69022 -4.03423 0.02 0.07 0.01
C -2.95321 -5.02158 -0.85045 -0.08 0.02 0.00
C 0.73876 0.79321 3.79326 -0.29 -0.07 0.14
H 1.70591 1.30726 5.65502 -0.01 -0.03 -0.02
C -1.38980 3.37672 0.07219 -0.01 0.16 0.10
H 5.83415 -4.04657 -1.79420 -0.03 0.00 -0.01
C 4.33574 -2.63675 -1.16216 -0.01 -0.06 0.00
C -2.39153 1.57567 1.62705 0.23 -0.15 -0.23
H -3.14652 2.55787 3.92891 0.06 -0.05 0.03
H -7.27045 0.87743 -1.81006 0.00 -0.01 -0.01
H 2.67276 0.53150 -4.74464 -0.05 0.01 0.06
C -5.32407 0.04530 -2.09766 -0.15 0.10 -0.06
C 0.43776 -4.15916 4.96934 0.02 0.02 -0.06
C -0.53091 -5.17793 -1.54115 0.07 -0.02 0.01
H 2.83076 -0.64361 -2.32127 -0.08 0.08 -0.03
H -4.64799 -2.00963 -6.44083 0.02 -0.01 0.01
H 0.23425 -4.36322 6.01240 -0.01 -0.01 0.01
H -3.28868 -5.39113 -1.82026 0.01 -0.02 0.04
H -1.17001 -0.17945 3.90037 0.00 -0.02 -0.03
H 2.71319 -1.46269 -0.36914 0.08 -0.07 0.02
H 3.20958 2.18021 3.93797 0.02 0.00 -0.02
H -0.80650 -5.56047 -2.52547 0.02 0.00 0.05
C 3.15255 -2.45077 -0.46782 0.02 0.06 0.00
H -2.41398 -1.74136 -7.48628 0.00 0.00 0.03
H 1.85024 -5.76256 4.75851 0.03 0.01 0.01
C -1.11503 -2.08289 -1.39920 -0.02 -0.20 -0.06
H -4.12055 5.85111 1.29814 0.01 -0.01 0.01
H 4.67286 -5.98271 -0.77385 0.00 0.01 0.00
O 0.56147 -2.23095 0.34792 -0.28 -0.07 -0.33
H -1.38537 -1.74664 0.73504 0.05 0.07 -0.04
H -4.19036 3.46622 1.97618 0.03 0.04 -0.02
C -6.46120 0.31851 -1.35659 0.03 0.00 -0.02
H -2.47316 0.55155 -0.06849 0.18 0.07 0.19
H 4.82379 -1.78634 -1.62579 -0.02 -0.03 0.04
C 2.17592 0.16956 -2.60323 0.13 0.04 -0.06
C -5.48904 -0.76264 0.55180 0.03 0.02 -0.08
H 0.11907 5.05759 -1.86006 0.03 -0.03 -0.02
H -0.67001 2.43320 2.53203 0.07 0.04 -0.02
O -1.92398 -0.91494 -1.46805 0.42 -0.30 0.02
C -0.30784 1.81381 5.81132 -0.12 0.04 -0.02
```
Positions in Å, forces in eV/Å.

Summary:
charge: -1
multiplicity: 5
highest occupied orbital energy (spin up / spin down): -3.4 / -3.1 eV
total energy: -109732.782 eV
orbital gap (spin up / spin down): 5.8 / 4.5 eV
strongest force on any atom: 0.0144 hartree/bohr
<S²>: 6.088

Löwdin atomic charge list, values in e, 99 entries: -0.034 -0.098 0.069 -0.063 0.064 0.040 -0.088 0.089 -0.127 0.470 0.107 0.002 -0.115 -0.095 -0.130 -0.160 0.090 0.136 -0.086 0.104 0.089 -0.052 0.094 -0.078 -0.026 -0.116 -0.166 0.113 0.102 0.001 0.164 -0.096 -0.211 -0.426 0.096 0.061 0.085 -0.141 0.067 0.036 0.080 0.103 -0.125 -0.071 0.060 -0.203 -0.099 -0.084 -0.048 0.090 -0.145 -0.098 -0.562 0.106 0.112 -0.095 -0.102 -0.071 -0.142 0.096 -0.030 0.134 0.083 -0.057 -0.145 0.103 -0.337 -0.089 -0.093 -0.021 0.096 -0.231 0.076 0.009 0.071 0.108 0.025 -0.214 0.095 -0.157 0.094 -0.079 -0.247 0.085 0.099 0.073 -0.034 -0.096 0.031 0.064 0.097 0.093 0.095 0.122 0.099 0.074 0.095 -0.009 0.093